(1)
A 2-piece molecular cluster, C36H35N4O overall, computed with ωB97M-V/def2-TZVPD.

Properties
Frontier orbital gap   0.127 hartree
Energy relative to the best compared isomer or geometry (same formula, charge and spin)   1.211 eV
Total charge   +1
LUMO energy   -4.439 eV
E   -45899.934 eV
E_HOMO   -7.9 eV

Each line ends with the Mulliken charge.
Geometry (Å):
1 C -1.029 1.107 2.603  -0.878
2 O 0.235 0.551 2.173  -0.565
3 C 0.350 -0.693 1.692  1.035
4 C -0.792 -1.625 1.722  -0.522
5 C -1.236 -2.198 0.514  -0.309
6 C -2.272 -3.131 0.528  -0.819
7 C -2.861 -3.495 1.745  -0.650
8 C -2.407 -2.946 2.948  -0.915
9 C -1.392 -1.999 2.945  0.138
10 C 1.677 -1.183 1.574  -0.507
11 N 2.106 -2.454 1.890  0.045
12 C 1.322 -3.659 2.014  -0.761
13 C 3.478 -2.459 2.126  0.719
14 C 3.922 -1.163 1.936  0.848
15 C 5.203 -0.758 2.299  -0.759
16 C 6.056 -1.737 2.832  -0.708
17 C 5.604 -3.055 3.032  -0.638
18 C 4.292 -3.433 2.701  -0.849
19 N 2.810 -0.396 1.617  0.242
20 C 2.854 1.020 1.389  -0.515
21 H -0.792 2.125 2.915  0.312
22 H -1.737 1.125 1.760  0.336
23 H -1.437 0.536 3.448  0.364
24 H -0.738 -1.885 -0.407  0.868
25 H -2.616 -3.576 -0.409  0.456
26 H -3.673 -4.224 1.763  0.397
27 H -2.848 -3.247 3.899  0.415
28 H -1.021 -1.556 3.871  0.555
29 H 2.037 -4.484 2.081  0.374
30 H 0.710 -3.665 2.926  0.250
31 H 0.683 -3.792 1.137  0.238
32 H 5.495 0.284 2.184  0.337
33 H 7.074 -1.469 3.113  0.381
34 H 6.272 -3.796 3.473  0.377
35 H 3.897 -4.429 2.904  0.299
36 H 3.907 1.287 1.296  0.355
37 H 2.333 1.252 0.456  -0.059
38 H 2.431 1.581 2.233  0.182
39 C 2.632 -0.731 -4.153  -0.993
40 N 1.524 -0.463 -3.253  0.189
41 C 1.594 0.272 -2.103  -0.990
42 C 0.288 0.465 -1.595  1.480
43 C -0.189 1.414 -0.655  -0.499
44 C -1.260 2.265 -0.985  0.810
45 C -1.989 2.371 -2.203  -0.975
46 N -2.994 3.276 -2.076  0.136
47 C -3.936 3.641 -3.118  -0.966
48 C -2.938 3.866 -0.808  -0.138
49 C -1.828 3.308 -0.130  -0.005
50 C -1.397 3.898 1.044  -0.092
51 C -2.147 4.966 1.574  -1.003
52 C -3.227 5.526 0.869  -0.725
53 C -3.647 4.966 -0.352  -0.726
54 C -0.593 -0.334 -2.433  0.132
55 C 0.202 -0.848 -3.488  -0.381
56 C -0.358 -1.452 -4.610  -0.739
57 C -1.755 -1.597 -4.635  -0.848
58 C -2.549 -1.140 -3.568  -1.564
59 C -1.969 -0.528 -2.449  0.710
60 H 2.358 -1.570 -4.799  0.337
61 H 2.870 0.137 -4.789  0.336
62 H 3.526 -0.991 -3.572  0.366
63 H 2.520 0.724 -1.753  0.591
64 H 0.436 1.731 0.168  0.530
65 H -1.787 1.898 -3.156  0.864
66 H -4.797 4.127 -2.652  0.343
67 H -3.488 4.333 -3.847  0.319
68 H -4.262 2.739 -3.649  0.369
69 H -0.477 3.542 1.510  0.787
70 H -1.883 5.371 2.552  0.415
71 H -3.742 6.406 1.259  0.397
72 H -4.490 5.353 -0.927  0.274
73 H 0.281 -1.803 -5.419  0.340
74 H -2.234 -2.060 -5.501  0.414
75 H -3.630 -1.261 -3.612  0.520
76 H -2.567 -0.177 -1.610  0.919

***

(2)
C36H36BaN2OPSeSi as an isolated structure, computed with ωB97M-V/def2-TZVPD.

Properties
Frontier orbital gap   0.202 hartree
Energy relative to the best compared isomer or geometry (same formula, charge and spin)   0.471 eV
Total charge   -1
LUMO energy   2.174 eV
E   -126151.015 eV
E_HOMO   -3.3 eV

Each line ends with the Mulliken charge.
Geometry (Å):
1 Ba 0.864 -0.508 -1.882  1.603
2 O 3.288 -0.281 -1.386  -0.830
3 C 3.014 -0.485 -0.186  0.184
4 C 4.148 -0.611 0.791  0.134
5 C 5.480 -0.654 0.397  -0.694
6 C 6.491 -0.758 1.338  -0.567
7 C 6.167 -0.809 2.685  -0.670
8 C 4.841 -0.761 3.097  -0.420
9 C 3.814 -0.669 2.160  0.582
10 P 2.020 -0.697 2.590  -0.098
11 C 2.175 -0.596 4.445  -0.301
12 C 2.107 -1.803 5.141  -0.258
13 C 2.248 -1.846 6.523  -0.565
14 C 2.441 -0.671 7.236  -0.407
15 C 2.492 0.541 6.558  -0.703
16 C 2.362 0.575 5.176  0.196
17 C 1.485 1.033 2.281  0.386
18 C 0.136 1.316 2.486  -0.722
19 C -0.371 2.586 2.244  -0.521
20 C 0.470 3.594 1.796  -0.338
21 C 1.817 3.325 1.597  -0.772
22 C 2.321 2.054 1.835  0.050
23 H 5.706 -0.603 -0.662  0.408
24 H 7.529 -0.793 1.030  0.371
25 H 6.956 -0.881 3.425  0.386
26 H 4.615 -0.800 4.154  0.287
27 H 1.942 -2.721 4.587  0.377
28 H 2.197 -2.796 7.041  0.387
29 H 2.542 -0.698 8.314  0.370
30 H 2.637 1.463 7.107  0.388
31 H 2.407 1.527 4.659  0.401
32 H -0.529 0.529 2.828  0.487
33 H -1.428 2.776 2.381  0.395
34 H 0.075 4.579 1.583  0.366
35 H 2.476 4.102 1.230  0.413
36 H 3.369 1.850 1.653  0.347
37 C -5.027 -1.754 -0.321  -1.067
38 N -4.792 -0.720 -1.306  0.339
39 C -3.721 0.115 -1.323  -0.226
40 Se -2.344 0.244 -0.143  -0.332
41 N -3.853 0.889 -2.429  0.308
42 C -5.008 0.570 -3.121  0.320
43 C -5.575 1.068 -4.280  -0.744
44 C -6.772 0.497 -4.693  -0.464
45 C -7.375 -0.533 -3.970  -0.573
46 C -6.803 -1.030 -2.807  -0.554
47 C -5.610 -0.460 -2.399  0.482
48 H -4.134 -1.836 0.295  0.324
49 H -5.212 -2.702 -0.824  0.357
50 H -5.880 -1.497 0.308  0.326
51 H -3.163 1.592 -2.654  -0.070
52 H -5.105 1.864 -4.841  0.436
53 H -7.245 0.859 -5.596  0.378
54 H -8.307 -0.954 -4.324  0.371
55 H -7.267 -1.830 -2.246  0.416
56 C 0.353 3.518 -4.703  -1.257
57 Si 0.317 2.700 -2.957  0.044
58 C -1.144 3.697 -2.179  -1.215
59 C 1.823 3.576 -2.134  -0.710
60 H 0.353 4.615 -4.634  0.326
61 H -0.518 3.219 -5.296  0.271
62 H 1.242 3.219 -5.267  0.273
63 H -0.910 4.768 -2.117  0.401
64 H -1.409 3.345 -1.178  0.233
65 H -2.040 3.596 -2.808  0.266
66 H 1.758 4.666 -2.255  0.321
67 H 2.767 3.242 -2.576  0.334
68 H 1.878 3.361 -1.062  -0.165
69 C -0.410 -5.960 -1.575  -0.279
70 C -1.238 -4.916 -1.188  -0.593
71 C -0.907 -3.603 -1.524  0.579
72 C 0.237 -3.245 -2.263  -0.597
73 C 1.038 -4.344 -2.627  -0.528
74 C 0.738 -5.665 -2.302  -0.507
75 H -0.652 -6.984 -1.314  0.341
76 H -2.140 -5.125 -0.618  0.311
77 H -1.600 -2.826 -1.189  -0.112
78 H 1.951 -4.175 -3.197  0.264
79 H 1.402 -6.467 -2.611  0.319

***

(3)
C36H36Br2Cl3N3O4PdS as an isolated structure, computed with ωB97M-V/def2-TZVPD.

Properties
Frontier orbital gap   0.278 hartree
Energy relative to the best compared isomer or geometry (same formula, charge and spin)   0.000 eV
Total charge   0
LUMO energy   0.110 eV
E   -242545.067 eV
E_HOMO   -7.4 eV

Each line ends with the Mulliken charge.
Geometry (Å):
1 Pd 0.347 0.137 -0.203  0.926
2 C 0.452 -6.066 -4.453  -2.207
3 C 1.795 -5.348 -4.317  1.935
4 C 2.849 -6.376 -3.882  -1.641
5 C 2.178 -4.780 -5.691  -1.596
6 C 1.735 -4.215 -3.295  -0.365
7 C 0.589 -3.891 -2.590  -0.215
8 C 0.622 -2.862 -1.665  -0.312
9 Br -0.990 -2.523 -0.700  -0.260
10 C 1.758 -2.089 -1.388  1.422
11 O 1.796 -1.170 -0.437  -1.213
12 C 2.919 -2.383 -2.147  -0.722
13 C 2.868 -3.445 -3.040  0.060
14 C 4.258 -1.634 -2.004  2.012
15 C 4.817 -1.292 -3.397  -1.776
16 C 4.187 -0.307 -1.238  -1.901
17 C 5.250 -2.552 -1.274  -1.642
18 H 0.540 -6.866 -5.191  0.432
19 H -0.334 -5.388 -4.790  0.397
20 H 0.139 -6.517 -3.509  0.407
21 H 2.903 -7.193 -4.605  0.459
22 H 2.598 -6.795 -2.906  0.361
23 H 3.840 -5.926 -3.809  0.306
24 H 2.223 -5.580 -6.433  0.450
25 H 3.153 -4.291 -5.664  0.313
26 H 1.443 -4.043 -6.021  0.360
27 H -0.336 -4.430 -2.731  0.568
28 H 3.772 -3.690 -3.582  0.312
29 H 4.116 -0.659 -3.945  0.392
30 H 5.023 -2.172 -4.004  0.338
31 H 5.756 -0.746 -3.288  0.478
32 H 3.445 0.366 -1.669  0.303
33 H 5.166 0.174 -1.304  0.493
34 H 3.939 -0.450 -0.190  0.277
35 H 5.406 -3.485 -1.820  0.312
36 H 4.879 -2.802 -0.278  0.332
37 H 6.217 -2.054 -1.165  0.433
38 Br -4.236 5.859 -1.645  -0.176
39 C -3.042 4.631 -2.441  -0.091
40 C -2.810 4.676 -3.810  -0.146
41 N -1.983 3.839 -4.427  -0.615
42 C -1.358 2.925 -3.692  -0.208
43 C -1.533 2.813 -2.318  -0.116
44 C -2.397 3.686 -1.672  0.134
45 C -0.811 1.780 -1.540  1.267
46 O -0.040 0.951 -2.097  -0.808
47 O -0.968 1.724 -0.275  -0.915
48 H -3.312 5.414 -4.423  0.363
49 H -0.687 2.247 -4.205  0.513
50 H -2.554 3.614 -0.604  0.257
51 Cl -6.653 1.442 5.629  -0.222
52 C -4.959 1.753 5.455  0.515
53 C -4.156 0.841 4.795  -1.237
54 C -2.812 1.127 4.633  0.400
55 C -2.238 2.299 5.121  -0.288
56 C -0.795 2.666 4.862  -0.126
57 C 0.231 1.529 4.986  -1.429
58 N 0.271 0.598 3.868  0.264
59 C -0.129 -0.722 3.865  -0.728
60 C -0.034 -1.151 2.579  -0.830
61 N 0.425 -0.112 1.807  0.651
62 C 0.615 0.913 2.609  -0.532
63 O -0.591 3.399 3.653  -0.550
64 C -1.431 3.144 2.525  -0.107
65 C -2.754 3.842 2.629  -0.110
66 C -3.933 3.357 2.149  0.796
67 Cl -4.167 1.883 1.296  -0.166
68 S -5.257 4.410 2.433  -0.224
69 C -4.232 5.532 3.222  -0.334
70 C -2.940 5.117 3.242  -1.213
71 C -3.080 3.175 5.812  0.921
72 Cl -2.479 4.665 6.479  -0.197
73 C -4.430 2.921 5.976  -0.938
74 H -4.582 -0.065 4.389  0.442
75 H -2.205 0.421 4.083  0.259
76 H -0.501 3.364 5.645  0.791
77 H 0.034 0.957 5.892  0.398
78 H 1.219 1.980 5.080  0.421
79 H -0.442 -1.222 4.765  0.460
80 H -0.251 -2.113 2.151  0.534
81 H 0.962 1.888 2.315  0.579
82 H -1.589 2.079 2.348  0.133
83 H -0.868 3.518 1.668  0.522
84 H -4.640 6.446 3.623  0.499
85 H -2.134 5.674 3.697  0.498
86 H -5.060 3.628 6.495  0.458